Record 1
{
  "formula": "C41H51CrINO5Se",
  "method": "wB97M-V/def2-TZVPD",
  "species": ["Cr", "C", "C", "C", "C", "C", "C", "C", "Se", "C", "C", "C", "C", "C", "C", "O", "C", "C", "C", "C", "C", "C", "C", "C", "C", "O", "C", "C", "C", "C", "C", "C", "H", "H", "H", "H", "H", "H", "H", "H", "H", "H", "H", "H", "H", "H", "H", "H", "H", "H", "H", "H", "H", "H", "H", "H", "H", "H", "H", "H", "H", "H", "H", "H", "H", "H", "H", "H", "H", "H", "H", "H", "O", "C", "C", "C", "C", "C", "C", "N", "H", "H", "H", "H", "H", "H", "H", "I", "C", "C", "C", "C", "C", "C", "C", "O", "O", "H", "H", "H", "H"],
  "positions_angstrom": [[-0.1101, 0.2508, 0.1156], [-7.5834, 3.0476, 1.0688], [-6.7366, 1.9863, 1.7718], [-6.4774, 2.4612, 3.2081], [-7.5460, 0.6822, 1.8150], [-5.4074, 1.7411, 1.0590], [-4.5064, 0.8173, 1.5725], [-3.3031, 0.5714, 0.9376], [-2.1185, -0.7557, 1.6370], [-2.3858, -2.0673, 0.2504], [-3.5911, -2.7357, 0.2184], [-3.8899, -3.6314, -0.8019], [-2.9016, -3.8392, -1.7531], [-1.6551, -3.2082, -1.7469], [-1.3917, -2.2611, -0.7336], [-0.2664, -1.5630, -0.7044], [-0.7079, -3.5415, -2.9152], [0.7296, -3.0283, -2.7716], [-1.2907, -2.9385, -4.2019], [-0.5996, -5.0686, -3.0757], [-5.2581, -4.3082, -0.8419], [-5.4689, -5.1256, 0.4398], [-6.3523, -3.2355, -0.9400], [-5.4029, -5.2492, -2.0374], [-2.9162, 1.2240, -0.2582], [-1.7905, 0.9460, -0.8405], [-3.8396, 2.1699, -0.7886], [-5.0362, 2.3904, -0.1193], [-3.4973, 2.9160, -2.0803], [-4.5964, 3.8976, -2.4918], [-2.2048, 3.7241, -1.8870], [-3.3237, 1.9123, -3.2321], [-8.5162, 3.1945, 1.6189], [-7.8388, 2.7502, 0.0498], [-7.0652, 4.0074, 1.0231], [-7.4218, 2.6269, 3.7354], [-5.9127, 3.3953, 3.2066], [-5.9009, 1.7270, 3.7720], [-8.5042, 0.8364, 2.3202], [-7.0042, -0.0993, 2.3501], [-7.7408, 0.3185, 0.8040], [-4.7351, 0.2666, 2.4787], [-4.3180, -2.5209, 0.9941], [-3.1080, -4.5229, -2.5647], [0.7800, -1.9448, -2.7193], [1.3002, -3.3729, -3.6400], [1.2025, -3.4324, -1.8748], [-1.3507, -1.8517, -4.1189], [-2.2958, -3.3150, -4.4003], [-0.6569, -3.1852, -5.0590], [-0.2324, -5.5238, -2.1536], [0.1034, -5.3062, -3.8785], [-1.5516, -5.5363, -3.3249], [-5.4092, -4.4947, 1.3273], [-4.7071, -5.9025, 0.5310], [-6.4524, -5.6040, 0.4311], [-6.3193, -2.5520, -0.0907], [-7.3428, -3.6990, -0.9646], [-6.2257, -2.6397, -1.8459], [-4.6659, -6.0547, -2.0077], [-5.2892, -4.7162, -2.9836], [-6.3965, -5.7033, -2.0266], [-5.7226, 3.1102, -0.5407], [-4.7616, 4.6665, -1.7337], [-5.5456, 3.3909, -2.6828], [-4.2958, 4.3991, -3.4150], [-2.3388, 4.4802, -1.1100], [-1.9391, 4.2330, -2.8192], [-1.3845, 3.0775, -1.5853], [-4.2631, 1.3850, -3.4191], [-2.5560, 1.1801, -2.9958], [-3.0440, 2.4418, -4.1487], [1.7307, -2.0045, 0.9397], [2.8905, -1.7553, 0.2110], [3.0377, -0.3639, -0.3781], [4.3023, 0.0162, -0.8271], [4.4835, 1.2620, -1.3869], [3.3942, 2.1177, -1.4820], [2.1777, 1.6785, -1.0065], [1.9941, 0.4586, -0.4689], [0.9637, -2.0438, 0.3148], [3.0105, -2.4667, -0.6190], [3.7427, -1.9062, 0.8795], [5.1284, -0.6749, -0.7160], [5.4614, 1.5706, -1.7351], [3.4781, 3.1113, -1.8975], [1.3070, 2.3225, -1.0245], [5.5235, -0.2126, 5.1324], [3.9896, 0.7351, 4.0699], [2.9485, -0.0212, 3.5580], [1.9449, 0.6171, 2.8411], [1.9778, 1.9881, 2.6281], [3.0252, 2.7272, 3.1678], [4.0364, 2.1101, 3.8876], [0.9302, 2.7046, 1.7809], [0.9318, 3.9306, 1.7821], [0.1268, 1.9616, 1.1206], [2.9118, -1.0925, 3.7031], [1.1334, 0.0206, 2.4464], [3.0304, 3.7959, 2.9987], [4.8525, 2.6895, 4.2981]],
  "charge": -1,
  "orbital_gap_ev": [6.5, 6.6],
  "molar_mass_g_mol": 895.72,
  "spin_multiplicity": 5,
  "lumo_ha": [0.0745, 0.0745]
}



Record 2
{
  "formula": "C11H20Cl2IrN2O2P",
  "method": "wB97M-V/def2-TZVPD",
  "species": ["C", "C", "H", "H", "H", "O", "Cl", "Ir", "P", "C", "C", "H", "H", "H", "C", "H", "H", "H", "H", "H", "H", "C", "O", "Cl", "C", "C", "C", "C", "N", "N", "C", "H", "H", "H", "H", "H", "H", "H", "H"],
  "positions_angstrom": [[-0.5783, -2.3403, -3.0487], [-0.9406, -1.2279, -2.0670], [-1.4162, -2.7602, -3.6451], [-0.0712, -3.1515, -2.4863], [0.1905, -1.9084, -3.7439], [-2.0810, -1.0685, -1.5417], [1.9164, -1.4173, -0.7707], [0.1356, -0.1737, -0.5591], [0.0375, 2.0583, -1.5984], [-1.4793, 3.1025, -1.4916], [1.3209, 3.3857, -1.4144], [1.0578, 0.9783, -3.4889], [0.0925, 2.4180, -3.9952], [-0.7252, 0.8768, -3.5719], [0.1176, 1.5407, -3.3451], [2.3072, 2.9806, -1.6554], [1.1159, 4.2519, -2.0581], [-1.4172, 3.9459, -2.2156], [-1.5609, 3.5270, -0.4848], [1.3461, 3.7289, -0.3694], [-2.3789, 2.5225, -1.7081], [-1.6828, 0.5328, 0.0038], [-2.8074, 0.7286, 0.2298], [2.0297, 1.1705, 0.3994], [2.1731, -1.2213, 4.6358], [1.1617, -1.2468, 3.5642], [0.0973, -2.1146, 3.3482], [-0.4739, -1.7882, 2.1327], [0.2235, -0.7878, 1.5695], [1.1614, -0.4338, 2.4902], [-1.7117, -2.3486, 1.5365], [1.6940, -1.0363, 5.6350], [2.6409, -2.2040, 4.7254], [2.9497, -0.4766, 4.5006], [-0.1777, -2.9168, 4.0324], [1.8276, 0.3347, 2.2682], [-1.8159, -3.3949, 1.8338], [-2.5963, -1.7903, 1.9007], [-1.6826, -2.2757, 0.4531]],
  "charge": 2,
  "orbital_gap_ev": [6.7, 4.1],
  "molar_mass_g_mol": 506.39,
  "spin_multiplicity": 5,
  "lumo_ha": [-0.2898, -0.4232]
}



Record 3
{
  "formula": "C33H42BF4LiO13",
  "method": "wB97M-V/def2-TZVPD",
  "species": ["Li", "B", "F", "F", "F", "F", "C", "O", "H", "H", "H", "H", "C", "O", "H", "H", "H", "H", "C", "O", "H", "H", "H", "H", "C", "C", "C", "C", "C", "C", "O", "O", "H", "H", "H", "H", "H", "H", "C", "C", "C", "C", "C", "C", "O", "O", "H", "H", "H", "H", "H", "H", "C", "C", "C", "C", "C", "C", "O", "O", "H", "H", "H", "H", "H", "H", "C", "C", "C", "C", "C", "C", "O", "O", "H", "H", "H", "H", "H", "H", "C", "C", "C", "C", "C", "C", "O", "O", "H", "H", "H", "H", "H", "H"],
  "positions_angstrom": [[7.9720, 10.4520, 33.4010], [6.3330, 8.6150, 34.3100], [5.9900, 9.7970, 33.7650], [7.5550, 8.7620, 34.8900], [5.2850, 8.3020, 35.2360], [6.4100, 7.6740, 33.2670], [6.9540, 12.0980, 31.1250], [7.9200, 11.1100, 31.3540], [7.3860, 13.2030, 31.4450], [6.1160, 11.9040, 31.6760], [6.7050, 12.1350, 30.0560], [8.1620, 10.6920, 30.6180], [2.9080, 7.2090, 37.0240], [3.9910, 6.3510, 36.6070], [2.5190, 7.7980, 36.3200], [3.2180, 7.8460, 37.6890], [2.0830, 6.8400, 37.6200], [4.5390, 6.8530, 36.1520], [10.7430, 9.9420, 34.4480], [9.8300, 9.3240, 33.5500], [10.4880, 9.6580, 35.5680], [10.9600, 11.0910, 34.3020], [11.5450, 9.4510, 34.1380], [9.9210, 8.3630, 33.5620], [6.8690, 9.7850, 40.0530], [7.0850, 11.0150, 40.6730], [6.7610, 12.0860, 39.9140], [6.3300, 12.1540, 38.6170], [6.1320, 10.8710, 38.0880], [6.1960, 9.7350, 38.8420], [6.0360, 8.5230, 38.1750], [7.0890, 13.2760, 40.4180], [7.2310, 8.7820, 40.5770], [7.3250, 10.9550, 41.6440], [6.3070, 12.9750, 38.0090], [5.7980, 10.8240, 36.9500], [6.1070, 8.7190, 37.2580], [7.4280, 13.2100, 41.2950], [10.0750, 6.2360, 33.5970], [9.3290, 5.8680, 34.7130], [9.9080, 5.3570, 35.9350], [11.3430, 5.2180, 36.0270], [12.0140, 5.5760, 34.8810], [11.5540, 6.0850, 33.6260], [12.3620, 6.2330, 32.6160], [9.0210, 5.0970, 36.9870], [9.6300, 6.5050, 32.6010], [8.1580, 5.9110, 34.6520], [11.8920, 4.8930, 36.8570], [13.2160, 5.4010, 34.9610], [12.2090, 6.4680, 31.7440], [9.6030, 4.5200, 37.6370], [3.5580, 6.8060, 28.1020], [3.1260, 7.9510, 28.5350], [3.2300, 8.4290, 29.7640], [3.9390, 7.6260, 30.7430], [4.3310, 6.3840, 30.3960], [4.2510, 6.0160, 29.0280], [4.9090, 4.9360, 28.6110], [2.7870, 9.6290, 30.1730], [3.3750, 6.2370, 27.1920], [2.6010, 8.8270, 27.9620], [3.9730, 7.9860, 31.8810], [4.7260, 5.9480, 31.2290], [5.8770, 4.8040, 28.7640], [2.8400, 9.6920, 31.0240], [2.0710, 12.8610, 34.4290], [1.3160, 12.0900, 33.6450], [1.5380, 10.7440, 33.4410], [2.6180, 10.1830, 34.0260], [3.4940, 10.8850, 35.0130], [3.1500, 12.2570, 35.2280], [3.6630, 12.9700, 36.3190], [0.6070, 9.8780, 32.7120], [1.9380, 13.9760, 34.6840], [0.2900, 12.5370, 33.4820], [2.8210, 9.0120, 33.8550], [4.1470, 10.4620, 35.5490], [3.1840, 13.7970, 36.3550], [-0.0570, 10.1780, 32.0750], [7.4390, 2.6860, 29.7240], [7.2450, 2.0420, 30.9300], [7.0880, 2.7930, 32.1260], [7.1820, 4.2760, 32.0330], [7.5780, 4.8580, 30.8240], [7.6000, 4.0570, 29.6490], [7.6980, 4.7530, 28.4830], [6.7600, 2.1540, 33.2750], [7.3100, 2.1100, 28.7600], [7.3220, 0.9590, 31.0330], [7.1760, 4.7940, 32.9310], [8.0370, 5.9750, 30.9350], [7.7580, 5.6560, 28.6060], [6.6660, 2.6980, 34.0810]],
  "charge": 0,
  "orbital_gap_ev": 6.8,
  "molar_mass_g_mol": 740.43,
  "lumo_ha": -0.0171
}



Record 4
{
  "formula": "C43H32Cl3INO4RbS",
  "method": "wB97M-V/def2-TZVPD",
  "species": ["Rb", "Cl", "C", "C", "C", "Cl", "C", "O", "C", "Cl", "C", "H", "H", "I", "C", "C", "C", "C", "C", "C", "C", "C", "C", "C", "H", "H", "H", "H", "H", "H", "O", "S", "C", "C", "C", "C", "C", "C", "C", "C", "C", "C", "C", "C", "H", "H", "H", "H", "H", "H", "H", "H", "H", "H", "C", "C", "C", "C", "C", "C", "N", "C", "C", "C", "C", "C", "C", "C", "O", "O", "C", "C", "H", "H", "H", "H", "H", "H", "H", "H", "H", "H", "H", "H", "H", "H"],
  "positions_angstrom": [[-0.2461, 0.2410, -0.3459], [2.4729, 3.1185, 6.5847], [1.5346, 2.7108, 5.1478], [2.0380, 1.8086, 4.2270], [1.2951, 1.5002, 3.1040], [1.9368, 0.3507, 1.9454], [0.0040, 2.0510, 2.7961], [-0.6536, 1.7572, 1.7641], [-0.4361, 2.9730, 3.8099], [-1.9954, 3.7342, 3.5677], [0.2930, 3.2951, 4.9393], [3.0037, 1.3440, 4.3809], [-0.1084, 4.0018, 5.6539], [-1.3370, -2.7607, 1.7868], [-2.1170, -3.9923, 0.2630], [-2.7894, -5.1231, 0.6346], [-3.2970, -5.9806, -0.3761], [-3.0990, -5.6821, -1.6943], [-2.3931, -4.5092, -2.0842], [-2.1611, -4.2044, -3.4511], [-1.4687, -3.0696, -3.7796], [-0.9997, -2.1868, -2.7696], [-1.1870, -2.3927, -1.4118], [-1.8856, -3.6027, -1.0945], [-2.9313, -5.3624, 1.6820], [-3.8358, -6.8765, -0.0914], [-3.4773, -6.3439, -2.4700], [-2.5364, -4.8789, -4.2145], [-1.2845, -2.8406, -4.8275], [-0.4629, -1.2924, -3.1081], [2.0302, -0.2398, -1.4236], [2.3356, 0.8169, -2.4357], [4.0735, 1.2509, -2.1230], [4.8004, 2.0223, -3.0214], [6.0946, 2.4046, -2.7024], [6.6555, 2.0292, -1.4840], [5.9149, 1.2731, -0.5852], [4.6143, 0.8832, -0.9017], [2.6193, -0.0200, -3.9967], [3.2782, -1.2437, -4.0308], [3.4464, -1.8765, -5.2513], [2.9504, -1.2876, -6.4159], [2.2733, -0.0778, -6.3587], [2.0903, 0.5639, -5.1351], [4.3555, 2.3239, -3.9656], [6.6668, 3.0037, -3.4021], [7.6678, 2.3299, -1.2382], [6.3402, 0.9920, 0.3723], [4.0138, 0.2986, -0.2131], [3.6255, -1.6900, -3.1026], [3.9520, -2.8340, -5.2990], [3.0779, -1.7890, -7.3690], [1.8609, 0.3575, -7.2610], [1.5221, 1.4928, -5.0515], [-5.1687, 6.3314, 0.0120], [-4.3291, 6.5226, -1.2356], [-4.8878, 7.2266, -2.3014], [-4.1753, 7.3847, -3.4828], [-2.8992, 6.8700, -3.5822], [-2.3105, 6.1691, -2.5221], [-1.0216, 5.6768, -2.7736], [-0.0987, 5.2297, -1.8048], [0.3608, 6.1305, -0.8523], [1.2512, 5.7324, 0.1323], [1.7005, 4.4214, 0.1604], [1.2552, 3.5240, -0.8052], [0.3680, 3.9062, -1.8132], [-0.0554, 2.9411, -2.9281], [-0.0855, 3.4299, -4.0903], [-0.2709, 1.7492, -2.6054], [-3.0344, 5.9752, -1.3282], [-2.4760, 5.1390, -0.1892], [-6.1536, 6.7778, -0.1304], [-4.7113, 6.7950, 0.8913], [-5.3109, 5.2743, 0.2455], [-5.8897, 7.6334, -2.2062], [-4.6093, 7.9242, -4.3178], [-2.3186, 6.9994, -4.4900], [-0.9254, 5.1416, -3.6305], [-0.0097, 7.1505, -0.8846], [1.5855, 6.4424, 0.8801], [2.3705, 4.0827, 0.9426], [1.6033, 2.4994, -0.7393], [-1.5637, 5.5594, 0.2347], [-2.2180, 4.1294, -0.5205], [-3.1889, 5.0403, 0.6241]],
  "charge": -2,
  "orbital_gap_ev": 5.4,
  "molar_mass_g_mol": 977.53,
  "lumo_ha": 0.1373
}



no.,total energy (a.u.)
1,-5767.70856
2,-2056.45138
3,-2692.52138
4,-4114.13998